Model w:
{
  "formula": "C3H8N3",
  "method": "wB97M-V/def2-TZVPD",
  "elements": ["H", "N", "C", "C", "N", "C", "N", "H", "H", "H", "H", "H", "H", "H"],
  "xyz": [[3.14434, 0.03151, 0.81286], [2.50757, -0.12794, 0.08523], [1.32895, -0.08200, -0.10706], [0.15902, -0.23960, -0.96772], [0.00059, 0.69164, -2.07384], [-0.05592, 0.37934, 0.46936], [-0.86201, -0.35237, 1.47143], [-0.44327, -1.24205, -1.10732], [0.51090, 1.54039, -2.08559], [0.03707, 0.13918, -2.94206], [-0.35286, 1.38180, 0.58466], [-0.70580, -0.19525, 2.44903], [-0.59410, -1.32380, 1.36983], [-1.78487, -0.04611, 1.38888]],
  "homo_lumo_gap_ev": 9.02,
  "smiles": "[H]/N=C1/[C@H](N)[C@H]1[NH3+]",
  "charge": 1
}

Model x:
{
  "formula": "C3H8N3",
  "method": "wB97M-V/def2-TZVPD",
  "elements": ["C", "C", "C", "N", "N", "N", "H", "H", "H", "H", "H", "H", "H", "H"],
  "xyz": [[-4.32528, 0.02658, -0.04663], [1.92005, -0.43689, -0.00779], [3.20550, 0.12634, -0.11747], [-3.08617, -0.00854, 0.06466], [-1.96995, -0.01929, 0.23074], [0.78636, 0.21697, 0.09857], [-5.04432, -0.11807, 0.69183], [-4.64943, -0.03396, -1.07734], [1.78616, -1.51001, 0.01023], [3.25221, 1.31123, -0.08645], [3.94029, -0.28590, -0.79174], [3.77107, -0.09277, 0.89254], [0.56898, 1.17978, 0.07490], [-0.15546, -0.35547, 0.06394]],
  "homo_lumo_gap_ev": 7.71,
  "charge": 1
}

Model y:
{
  "formula": "C3H8N3",
  "method": "wB97M-V/def2-TZVPD",
  "elements": ["N", "C", "N", "N", "C", "C", "H", "H", "H", "H", "H", "H", "H", "H"],
  "xyz": [[-1.47162, -1.39568, 0.04336], [-0.86735, -0.22032, 0.03329], [-1.77668, 1.18045, 0.27515], [0.38842, -0.03704, 0.06075], [1.50870, 0.87706, -0.21090], [1.71819, -0.54717, 0.12834], [-0.91308, -2.10384, -0.40798], [-2.40273, -1.57027, 0.51091], [-1.04471, 1.85628, 0.14872], [-2.49740, 1.19717, -0.38214], [1.58197, 1.78244, 0.53646], [1.65961, 1.17497, -1.22549], [2.07244, -1.18395, -0.59214], [2.04423, -1.01010, 1.08167]],
  "homo_lumo_gap_ev": 11.88,
  "smiles": "NC(=[NH2+])N1CC1",
  "charge": 1
}

Which of them is least stable? Easy: model w.

Model w:
{
  "formula": "C2H3IN2O",
  "method": "wB97M-V/def2-TZVPD",
  "elements": ["C", "C", "N", "N", "O", "I", "H", "H", "H"],
  "xyz": [[1.24529, -0.83174, -0.34478], [0.62558, -0.02788, 0.43126], [-1.64708, 1.52104, -0.00922], [-1.23714, 0.31673, 0.08085], [-0.73191, 2.30025, -0.04149], [-2.39090, -1.36556, 0.02063], [2.22817, -0.88841, -0.11026], [0.89911, -1.30812, -1.39694], [1.00888, 0.28370, 1.36996]],
  "homo_lumo_gap_ev": 8.55,
  "charge": 0
}

Model x:
{
  "formula": "C2H3IN2O",
  "method": "wB97M-V/def2-TZVPD",
  "elements": ["C", "C", "N", "H", "H", "H", "O", "N", "I"],
  "xyz": [[-0.86346, -0.75039, 0.98604], [-1.11310, -0.51799, -0.40812], [-1.34887, -0.28592, -1.52767], [-1.24346, 0.09550, 1.56518], [-1.36972, -1.71980, 1.36648], [0.24030, -0.71887, 0.88764], [2.26425, 0.44706, -0.08987], [1.67727, 1.39058, -0.39618], [1.75680, 2.05983, -2.38349]],
  "homo_lumo_gap_ev": 8.52,
  "smiles": "CC#N.O=NI",
  "charge": 0
}

Which of them is least stable? Easy: model w.

Model w:
{
  "formula": "C2H3NO",
  "method": "wB97M-V/def2-TZVPD",
  "elements": ["C", "C", "N", "O", "H", "H", "H"],
  "xyz": [[-0.98515, 0.48771, 0.00008], [0.86508, -0.43241, -0.06234], [-1.06558, -0.80130, -0.09736], [0.32973, 0.89272, -0.03587], [-1.81273, 1.10042, 0.19582], [1.25720, -0.63365, 0.88095], [1.41145, -0.61348, -0.88127]],
  "homo_lumo_gap_ev": 10.37,
  "charge": 0
}

Model x:
{
  "formula": "C2H3NO",
  "method": "wB97M-V/def2-TZVPD",
  "elements": ["H", "N", "C", "C", "O", "H", "H"],
  "xyz": [[2.17445, 0.96391, -0.19012], [1.81660, 0.11044, 0.03569], [0.56091, 0.25445, -0.00646], [-0.79357, -0.16233, -0.01799], [-0.40135, 1.24161, -0.01661], [-1.38190, -0.34193, -0.86150], [-1.10387, -0.46256, 1.08574]],
  "homo_lumo_gap_ev": 11.54,
  "smiles": "[H]/N=C1/CO1",
  "charge": 0
}

Which of them is least stable? Easy: model w.

Model w:
{
  "formula": "C2H3NO",
  "method": "wB97M-V/def2-TZVPD",
  "elements": ["C", "C", "N", "O", "H", "H", "H"],
  "xyz": [[0.32576, -0.95494, -0.35799], [-0.23269, 0.68447, 0.27440], [0.75664, 0.21814, -0.64500], [-0.64781, -0.63083, 0.53639], [0.58500, -1.91962, -0.75720], [-0.06862, 1.16971, 1.28269], [-0.71828, 1.43307, -0.33328]],
  "homo_lumo_gap_ev": 11.54,
  "charge": 0
}

Model x:
{
  "formula": "C2H3NO",
  "method": "wB97M-V/def2-TZVPD",
  "elements": ["C", "C", "N", "O", "H", "H", "H"],
  "xyz": [[-2.89718, -0.19485, 0.03456], [-0.20718, -0.15920, -0.16379], [-3.85486, 0.39841, -0.13586], [-1.14208, -1.06844, 0.23497], [0.58505, -0.78419, 0.29985], [-0.16638, 0.64322, 0.51705], [0.02052, 0.05188, -1.25250]],
  "homo_lumo_gap_ev": 9.78,
  "charge": 0
}

Which of them is least stable? Easy: model x.